6 unconnected molecules or ions with the total composition C37H60F15NO15P in a non-equilibrium geometry. Source: the Open Molecules 2025 dataset; level of theory: ωB97M-V with the def2-TZVPD basis set.

Summary:
HOMO-LUMO gap (alpha / beta) (eV): 9.19 / 9.42
2S+1: 2
ΔE to the lowest compared entry with this formula, charge and spin (kcal per mole): 54.5
E_HOMO (alpha / beta) (eV): -9.006 / -9.725

Cartesian coordinates (Å):
1 C -3.089 4.645 1.213
2 C -4.110 3.728 0.423
3 C -4.192 4.354 -1.026
4 C -3.468 2.295 0.371
5 C -4.531 1.131 0.166
6 C -4.680 0.980 -1.403
7 C -3.913 -0.188 0.818
8 O -4.106 -1.246 -0.108
9 C -3.281 -2.381 0.078
10 C -4.232 -3.646 -0.166
11 P -5.989 -3.111 -0.576
12 O -6.772 -4.407 -0.730
13 O -6.081 -2.278 -2.017
14 O -6.706 -2.281 0.702
15 C -2.132 -2.517 -0.996
16 C -0.844 -1.663 -0.732
17 C 0.375 -2.473 -1.300
18 C -0.960 -0.381 -1.669
19 N -0.678 -1.148 0.636
20 O 0.541 -0.773 0.840
21 C -1.193 -2.000 1.711
22 C -0.218 -3.182 2.126
23 C -1.285 -1.100 3.022
24 C -2.636 -2.594 1.493
25 H -3.510 5.643 1.456
26 H -2.183 4.765 0.566
27 H -2.731 4.124 2.130
28 H -5.089 3.743 0.946
29 H -3.365 3.927 -1.645
30 H -4.030 5.450 -0.982
31 H -5.144 4.096 -1.545
32 H -2.898 2.139 1.315
33 H -2.789 2.258 -0.511
34 H -5.517 1.374 0.609
35 H -3.676 0.885 -1.866
36 H -5.387 0.180 -1.692
37 H -5.114 1.934 -1.791
38 H -4.491 -0.343 1.763
39 H -2.858 0.059 1.052
40 H -4.338 -4.283 0.735
41 H -3.849 -4.253 -1.011
42 H -6.940 -1.831 -1.994
43 H -6.378 -2.741 1.486
44 H -1.834 -3.596 -0.986
45 H -2.557 -2.322 -2.003
46 H 0.470 -3.498 -0.878
47 H 1.331 -1.914 -1.275
48 H 0.148 -2.627 -2.386
49 H 0.011 0.136 -1.801
50 H -1.490 -0.602 -2.618
51 H -1.616 0.337 -1.112
52 H 0.171 -3.746 1.254
53 H -0.762 -3.878 2.806
54 H 0.646 -2.721 2.651
55 H -0.517 -0.302 3.049
56 H -2.282 -0.629 3.149
57 H -1.086 -1.795 3.873
58 H -3.291 -2.299 2.349
59 H -2.526 -3.700 1.613
60 C -2.667 7.053 -6.683
61 C -1.714 6.991 -5.507
62 O -1.802 5.719 -4.845
63 C -1.091 4.731 -5.390
64 O -0.410 4.835 -6.363
65 C -1.239 3.460 -4.561
66 F -2.505 3.235 -4.198
67 F -0.517 3.526 -3.434
68 F -0.827 2.379 -5.218
69 H -3.684 6.821 -6.364
70 H -2.655 8.046 -7.133
71 H -2.395 6.323 -7.447
72 H -1.989 7.742 -4.767
73 H -0.687 7.197 -5.810
74 C 3.143 4.516 -5.305
75 C 4.606 4.843 -5.084
76 O 5.039 5.877 -5.981
77 C 4.769 7.126 -5.601
78 O 4.205 7.426 -4.593
79 C 5.325 8.117 -6.618
80 F 5.073 7.743 -7.876
81 F 6.652 8.235 -6.503
82 F 4.809 9.334 -6.463
83 H 2.962 4.262 -6.350
84 H 2.838 3.677 -4.679
85 H 2.510 5.373 -5.069
86 H 5.218 3.968 -5.303
87 H 4.803 5.123 -4.048
88 C -1.062 -0.342 9.683
89 C -0.735 -1.360 8.609
90 O -1.928 -1.792 7.935
91 C -2.361 -0.996 6.957
92 O -1.824 0.022 6.633
93 C -3.600 -1.595 6.295
94 F -4.478 -2.065 7.184
95 F -3.291 -2.621 5.482
96 F -4.260 -0.711 5.549
97 H -1.808 -0.741 10.373
98 H -0.166 -0.077 10.245
99 H -1.480 0.567 9.248
100 H -0.298 -2.249 9.063
101 H -0.007 -0.971 7.895
102 C 5.114 -3.316 0.066
103 C 4.680 -2.220 -0.886
104 O 5.801 -1.716 -1.629
105 C 6.149 -2.422 -2.705
106 O 5.603 -3.417 -3.075
107 C 7.316 -1.750 -3.420
108 F 8.261 -1.340 -2.568
109 F 6.910 -0.672 -4.102
110 F 7.905 -2.564 -4.291
111 H 5.913 -2.962 0.709
112 H 4.277 -3.641 0.683
113 H 5.498 -4.179 -0.481
114 H 4.278 -1.380 -0.319
115 H 3.891 -2.561 -1.560
116 C 4.292 -7.940 4.647
117 C 5.749 -7.587 4.864
118 O 6.157 -6.533 3.978
119 C 5.866 -5.294 4.377
120 O 5.303 -5.018 5.391
121 C 6.397 -4.280 3.369
122 F 6.144 -4.641 2.105
123 F 7.722 -4.136 3.474
124 F 5.862 -3.073 3.539
125 H 4.110 -8.184 3.599
126 H 4.008 -8.793 5.264
127 H 3.644 -7.100 4.899
128 H 6.377 -8.447 4.629
129 H 5.948 -7.317 5.902

These are the Löwdin partial charges, in e, on atoms 1 to 8:
1. C -0.099
2. C -0.377
3. C -0.088
4. C -0.163
5. C -0.258
6. C -0.047
7. C -0.156
8. O -0.157

A molecular structure, C37H61As2N4O3RuSi5. Source: the Open Molecules 2025 dataset; level of theory: ωB97M-V with the def2-TZVPD basis set.

Summary:
HOMO-LUMO gap (eV): 7.18
Total charge: +1
E_HOMO (eV): -9.933

Cartesian coordinates (Å):
1 Ru 0.368 0.423 0.446
2 C 4.546 0.815 1.273
3 C 3.076 0.571 1.288
4 N 2.321 0.592 0.249
5 N 2.803 0.873 -1.001
6 C 1.816 0.886 -1.886
7 O 0.572 0.708 -1.635
8 C 2.215 1.120 -3.301
9 C 1.231 1.234 -4.277
10 C 1.580 1.432 -5.604
11 C 2.918 1.511 -5.963
12 C 3.906 1.395 -4.993
13 C 3.558 1.201 -3.666
14 C 2.317 0.443 2.551
15 C 2.936 0.517 3.786
16 C 2.166 0.531 4.938
17 C 0.790 0.464 4.820
18 C 0.239 0.358 3.553
19 N 0.967 0.337 2.438
20 H 4.886 0.911 0.246
21 H 5.089 0.003 1.760
22 H 4.773 1.742 1.804
23 H 0.193 1.168 -3.984
24 H 0.809 1.523 -6.358
25 H 3.194 1.661 -6.999
26 H 4.949 1.458 -5.271
27 H 4.317 1.112 -2.902
28 H 4.013 0.589 3.835
29 H 2.633 0.601 5.911
30 H 0.146 0.484 5.687
31 H -0.825 0.269 3.411
32 O 2.292 3.249 1.626
33 C 1.311 3.496 0.984
34 N 0.290 2.553 0.635
35 C -0.666 3.220 0.030
36 O -1.768 2.702 -0.368
37 C -0.366 4.663 -0.123
38 C -1.060 5.699 -0.703
39 C -0.455 6.956 -0.666
40 C 0.785 7.140 -0.064
41 C 1.473 6.076 0.524
42 C 0.869 4.842 0.472
43 H -2.028 5.550 -1.165
44 H -0.957 7.804 -1.113
45 H 1.225 8.128 -0.054
46 H 2.436 6.210 0.997
47 C -2.286 -2.853 -1.194
48 Si -0.470 -3.166 -1.531
49 C -0.278 -5.017 -1.652
50 C 0.169 -2.393 -3.098
51 As 0.659 -2.075 0.251
52 Si -0.248 -3.173 2.155
53 C -0.625 -4.986 1.913
54 C -1.873 -2.300 2.469
55 C 0.901 -3.037 3.622
56 Si 2.878 -2.988 0.103
57 C 3.826 -2.230 -1.304
58 C 2.768 -4.826 -0.219
59 C 3.769 -2.775 1.736
60 H -2.879 -2.925 -2.108
61 H -2.450 -1.868 -0.751
62 H -2.662 -3.602 -0.493
63 H -1.059 -5.377 -2.329
64 H -0.403 -5.532 -0.701
65 H 0.682 -5.306 -2.075
66 H -0.468 -2.641 -3.951
67 H 1.169 -2.778 -3.313
68 H 0.238 -1.307 -3.016
69 H -1.451 -5.145 1.218
70 H -0.924 -5.396 2.882
71 H 0.234 -5.562 1.569
72 H -2.632 -2.659 1.770
73 H -1.777 -1.223 2.325
74 H -2.235 -2.489 3.484
75 H 1.607 -3.869 3.621
76 H 0.314 -3.103 4.543
77 H 1.477 -2.113 3.654
78 H 3.215 -2.160 -2.207
79 H 4.681 -2.875 -1.524
80 H 4.188 -1.228 -1.082
81 H 2.672 -5.037 -1.284
82 H 1.939 -5.306 0.300
83 H 3.694 -5.294 0.126
84 H 3.498 -1.868 2.273
85 H 4.848 -2.759 1.559
86 H 3.554 -3.623 2.387
87 C -4.549 -0.187 2.256
88 Si -3.665 1.397 1.805
89 C -4.852 2.657 1.115
90 C -2.788 2.158 3.269
91 As -2.057 0.842 0.104
92 Si -3.532 0.661 -1.817
93 C -2.537 0.042 -3.255
94 C -4.972 -0.439 -1.397
95 C -4.132 2.364 -2.268
96 H -5.589 0.032 2.511
97 H -4.086 -0.672 3.116
98 H -4.556 -0.905 1.435
99 H -5.429 3.086 1.938
100 H -5.557 2.212 0.413
101 H -4.329 3.471 0.610
102 H -3.468 2.867 3.747
103 H -1.887 2.704 2.982
104 H -2.514 1.412 4.016
105 H -1.949 -0.842 -3.037
106 H -1.853 0.831 -3.571
107 H -3.208 -0.180 -4.090
108 H -4.679 -1.431 -1.051
109 H -5.562 -0.567 -2.309
110 H -5.622 0.011 -0.645
111 H -3.305 3.068 -2.353
112 H -4.865 2.771 -1.574
113 H -4.605 2.279 -3.251

These are the Löwdin partial charges, in e, on atoms 1 to 8:
1. Ru 0.671
2. C -0.007
3. C -0.311
4. N -0.144
5. N 0.099
6. C -0.442
7. O -0.212
8. C -0.148

A molecular structure, C37H61F2I3O11S in a non-equilibrium geometry. Source: the Open Molecules 2025 dataset; level of theory: ωB97M-V with the def2-TZVPD basis set.

Summary:
HOMO-LUMO gap (eV): 8.11
E_HOMO (eV): -8.397

Cartesian coordinates (Å):
1 C -0.569 0.768 4.577
2 C -1.264 0.519 3.214
3 C -1.862 1.817 2.639
4 I -4.030 1.727 2.980
5 C -1.417 2.431 1.266
6 C -2.247 3.753 1.219
7 C -1.742 4.972 0.441
8 F -2.844 5.580 -0.185
9 C -1.503 1.587 -0.103
10 C -1.863 2.525 -1.280
11 O -0.795 3.240 -1.880
12 C -1.121 3.669 -3.182
13 C -2.607 0.490 -0.003
14 I -2.413 -1.503 0.799
15 C -3.886 0.671 -0.377
16 C -4.559 1.910 -0.898
17 I -5.419 -0.856 -0.308
18 C -0.052 1.025 -0.599
19 C 0.546 -0.161 0.222
20 C 1.866 -0.695 -0.362
21 O 2.921 -0.593 0.232
22 C -0.132 0.462 -2.042
23 C -0.880 -0.840 -2.269
24 O -1.989 -0.857 -2.760
25 F -0.284 -2.018 -1.989
26 C 1.136 2.034 -0.424
27 C 1.925 2.375 -1.712
28 C 2.559 3.754 -1.565
29 C 3.757 3.840 -0.577
30 O 3.849 3.879 -2.015
31 O 0.811 3.309 0.207
32 S 0.257 3.046 1.657
33 O 0.165 4.256 2.411
34 O 1.023 2.116 2.439
35 H -0.139 1.764 4.648
36 H -1.294 0.655 5.382
37 H 0.220 0.038 4.728
38 H -2.069 -0.163 3.456
39 H -0.577 -0.048 2.602
40 H -1.583 2.567 3.371
41 H -2.428 4.111 2.225
42 H -3.249 3.580 0.840
43 H -0.989 4.818 -0.325
44 H -1.361 5.721 1.126
45 H -2.631 3.267 -1.086
46 H -2.295 1.876 -2.048
47 H -1.956 4.372 -3.139
48 H -1.299 2.835 -3.867
49 H -0.260 4.228 -3.543
50 H -4.390 2.844 -0.372
51 H -4.271 2.077 -1.933
52 H -5.637 1.811 -0.941
53 H -0.009 -1.093 0.258
54 H 0.858 0.092 1.231
55 H 1.880 -1.193 -1.350
56 H 0.861 0.284 -2.458
57 H -0.557 1.128 -2.782
58 H 1.921 1.654 0.223
59 H 1.294 2.488 -2.587
60 H 2.778 1.719 -1.868
61 H 1.899 4.599 -1.617
62 H 3.694 2.852 -0.153
63 H 3.462 4.762 -0.103
64 C -5.586 5.519 -3.840
65 C -7.009 5.129 -4.224
66 C -6.910 3.611 -4.280
67 O -5.913 3.233 -3.324
68 C -5.202 4.396 -2.890
69 H -5.508 6.505 -3.384
70 H -4.944 5.501 -4.724
71 H -7.703 5.431 -3.435
72 H -7.349 5.567 -5.161
73 H -6.583 3.270 -5.268
74 H -7.851 3.117 -4.037
75 H -5.511 4.622 -1.863
76 H -4.131 4.191 -2.891
77 C 1.400 -6.188 1.109
78 C 1.940 -5.536 -0.159
79 C 1.133 -4.248 -0.215
80 O 0.847 -3.883 1.141
81 C 1.171 -4.984 2.004
82 H 2.069 -6.917 1.547
83 H 0.449 -6.683 0.896
84 H 3.002 -5.308 -0.036
85 H 1.825 -6.149 -1.052
86 H 0.182 -4.398 -0.736
87 H 1.671 -3.436 -0.705
88 H 2.080 -4.724 2.558
89 H 0.361 -5.135 2.718
90 C 6.443 -0.984 -0.875
91 C 7.380 0.054 -1.484
92 C 7.626 -0.526 -2.870
93 O 6.441 -1.243 -3.229
94 C 5.604 -1.384 -2.077
95 H 5.844 -0.607 -0.048
96 H 7.019 -1.841 -0.516
97 H 6.867 1.015 -1.566
98 H 8.297 0.205 -0.918
99 H 8.463 -1.232 -2.863
100 H 7.827 0.241 -3.619
101 H 4.743 -0.716 -2.197
102 H 5.240 -2.411 -2.016
103 C 0.561 -8.782 5.523
104 C 1.506 -7.650 5.907
105 C 2.291 -7.450 4.620
106 O 1.409 -7.793 3.544
107 C 0.249 -8.446 4.072
108 H -0.331 -8.842 6.145
109 H 1.084 -9.740 5.583
110 H 0.932 -6.750 6.141
111 H 2.142 -7.878 6.761
112 H 3.159 -8.116 4.576
113 H 2.636 -6.423 4.492
114 H -0.596 -7.753 3.998
115 H 0.026 -9.329 3.472

These are the Löwdin partial charges, in e, on atoms 1 to 8:
1. C -0.087
2. C -0.380
3. C -0.602
4. I 0.979
5. C -0.329
6. C -0.201
7. C -0.173
8. F -0.061

14 unconnected molecules or ions with the total composition C37H61F7O28 in a non-equilibrium geometry. Source: the Open Molecules 2025 dataset; level of theory: ωB97M-V with the def2-TZVPD basis set.

Summary:
HOMO-LUMO gap (eV): 8.97
E_HOMO (eV): -9.087

Cartesian coordinates (Å):
1 C -3.289 -6.821 -6.212
2 C -2.788 -7.931 -5.289
3 O -2.631 -7.253 -4.071
4 C -2.718 -5.903 -4.235
5 O -2.615 -5.081 -3.337
6 O -3.086 -5.653 -5.486
7 F -1.621 -8.294 -5.782
8 H -4.369 -6.872 -6.349
9 H -2.918 -6.912 -7.233
10 H -3.475 -8.777 -5.325
11 C -0.661 -5.275 7.849
12 C 0.015 -4.597 6.647
13 O 0.314 -5.743 5.924
14 C 0.291 -6.845 6.696
15 O 0.666 -7.954 6.342
16 O -0.101 -6.571 7.881
17 F 1.100 -3.963 7.020
18 H -1.743 -5.232 7.724
19 H -0.356 -4.789 8.776
20 H -0.675 -3.934 6.125
21 C 6.312 -4.567 -3.450
22 C 5.949 -3.113 -3.360
23 O 6.274 -2.636 -4.651
24 C 7.014 -3.578 -5.373
25 O 7.397 -3.443 -6.520
26 O 7.073 -4.708 -4.623
27 F 6.818 -2.518 -2.594
28 H 5.478 -5.248 -3.623
29 H 6.890 -4.863 -2.575
30 H 4.898 -2.957 -3.115
31 C -3.995 5.937 -3.594
32 C -5.305 6.327 -4.292
33 O -4.878 6.605 -5.636
34 C -3.554 6.694 -5.690
35 O -2.995 7.191 -6.676
36 O -2.993 6.444 -4.458
37 F -5.704 7.480 -3.753
38 H -3.886 4.853 -3.570
39 H -3.826 6.210 -2.552
40 H -6.130 5.631 -4.137
41 C -4.524 1.926 10.896
42 C -3.601 0.781 11.250
43 O -2.888 0.585 10.017
44 C -3.573 1.157 9.015
45 O -3.309 1.106 7.795
46 O -4.649 1.869 9.525
47 F -4.289 -0.364 11.444
48 H -4.021 2.870 11.104
49 H -5.427 1.922 11.507
50 H -2.967 1.019 12.104
51 C 8.852 4.194 1.609
52 C 8.123 3.005 0.924
53 O 8.754 3.072 -0.342
54 C 9.059 4.337 -0.630
55 O 9.452 4.688 -1.748
56 O 9.063 5.081 0.501
57 F 6.830 3.341 0.791
58 H 9.807 4.022 2.104
59 H 8.311 4.659 2.433
60 H 8.223 2.107 1.535
61 C -0.770 -0.371 1.026
62 C 0.740 -0.295 0.768
63 O 0.764 -0.435 -0.636
64 C -0.272 0.098 -1.067
65 O -0.411 0.528 -2.226
66 O -1.151 0.371 -0.046
67 F 1.300 -1.338 1.454
68 H -1.037 -0.056 2.035
69 H -1.160 -1.380 0.888
70 H 1.307 0.590 1.061
71 C 3.140 5.641 -5.073
72 C 4.380 4.895 -4.780
73 C 4.629 4.071 -6.048
74 O 4.224 5.036 -7.022
75 C 3.218 5.930 -6.537
76 H 2.991 6.552 -4.494
77 H 2.316 4.952 -4.886
78 H 4.178 4.422 -3.819
79 H 5.212 5.599 -4.760
80 H 4.017 3.170 -6.012
81 H 5.653 3.756 -6.248
82 H 2.298 5.678 -7.065
83 H 3.432 6.996 -6.612
84 C 2.186 7.161 1.564
85 C 0.756 7.126 1.174
86 C 0.393 5.630 1.240
87 O 1.388 5.076 2.050
88 C 2.178 6.099 2.708
89 H 2.534 8.148 1.867
90 H 2.796 6.746 0.761
91 H 0.685 7.556 0.175
92 H 0.121 7.706 1.843
93 H 0.507 5.219 0.237
94 H -0.616 5.562 1.646
95 H 3.129 5.697 3.059
96 H 1.724 6.435 3.641
97 C -6.611 -6.052 4.621
98 C -5.741 -7.236 4.184
99 C -4.724 -6.626 3.271
100 O -4.521 -5.270 3.756
101 C -5.773 -4.816 4.171
102 H -6.636 -6.040 5.711
103 H -7.627 -6.118 4.232
104 H -6.344 -8.011 3.712
105 H -5.361 -7.663 5.112
106 H -5.048 -6.630 2.231
107 H -3.822 -7.236 3.227
108 H -6.189 -4.159 3.407
109 H -5.649 -4.198 5.060
110 C -6.064 2.925 1.690
111 O -6.129 3.099 0.236
112 H -6.524 3.761 2.217
113 H -6.600 2.029 2.002
114 H -5.030 2.978 2.031
115 H -5.714 2.311 -0.119
116 C 0.315 0.126 -8.164
117 O -0.193 1.459 -7.899
118 H 0.439 0.005 -9.240
119 H 1.325 0.067 -7.758
120 H -0.341 -0.561 -7.630
121 H -0.194 1.560 -6.944
122 C -5.518 -0.505 -4.647
123 O -5.447 -0.756 -3.261
124 H -6.106 0.379 -4.897
125 H -4.572 -0.295 -5.146
126 H -6.123 -1.305 -5.075
127 H -4.963 -1.577 -3.148
128 C 6.187 -5.895 2.934
129 O 6.856 -6.707 1.964
130 H 6.883 -5.564 3.705
131 H 5.761 -5.026 2.432
132 H 5.426 -6.526 3.391
133 H 6.186 -7.217 1.502

These are the Löwdin partial charges, in e, on atoms 1 to 8:
1. C -0.079
2. C -0.335
3. O 0.142
4. C -0.515
5. O 0.142
6. O 0.094
7. F 0.097
8. H 0.136